This record from the Open Molecules 2025 dataset describes C42H27BrF4N4PSTl as an isolated structure. The level of theory is ωB97M-V with the def2-TZVPD basis set.

Output
Highest occupied orbital energy (spin up / spin down)   -0.0142 / -0.0315 Eh
ΔE to the lowest compared entry with this formula, charge and spin   34.9 kcal per mole

The geometry in ORCA input format:
```
! RIJCOSX wB97M-V def2-TZVPD def2/J DEFGRID3
* xyz -2 1
Tl -1.248 -1.758 0.903
N 6.490 1.950 7.136
C 5.645 1.524 6.477
C 4.598 0.994 5.661
C 3.816 -0.071 6.116
C 2.804 -0.577 5.326
C 2.532 -0.052 4.052
C 3.331 1.019 3.613
C 4.340 1.536 4.396
C 1.456 -0.582 3.210
C 0.152 -0.653 3.795
C -0.229 -0.221 5.091
C -1.609 -0.413 5.200
C -2.022 -0.937 3.978
N -0.980 -1.069 3.133
C 1.832 -0.969 1.878
C 3.139 -1.003 1.346
C 3.045 -1.457 0.022
C 1.699 -1.695 -0.209
N 0.969 -1.406 0.899
H 4.017 -0.503 7.089
H 2.208 -1.407 5.680
H 3.127 1.449 2.641
H 4.931 2.372 4.043
H 0.415 0.205 5.844
H -2.234 -0.197 6.055
H -3.018 -1.224 3.666
H 4.048 -0.756 1.870
H 3.855 -1.610 -0.676
H 1.217 -2.076 -1.100
F -6.990 -1.149 -4.288
C -5.846 -0.592 -3.781
C -4.775 -0.322 -4.658
F -5.052 -0.061 -5.967
C -3.517 -0.153 -4.168
F -2.548 0.219 -5.049
C -3.202 -0.276 -2.800
P -1.536 -0.632 -2.192
C -0.981 -2.027 -3.251
C -0.472 -1.899 -4.546
C -0.127 -3.022 -5.282
C -0.293 -4.292 -4.742
C -0.812 -4.428 -3.463
C -1.154 -3.306 -2.717
C -0.535 0.773 -2.797
C -1.071 2.060 -2.793
C -0.293 3.153 -3.145
C 1.032 2.978 -3.519
C 1.580 1.703 -3.511
C 0.808 0.613 -3.137
C -4.332 -0.409 -1.940
Br -4.200 0.258 -0.080
C -5.604 -0.581 -2.424
F -6.659 -0.738 -1.583
H -0.349 -0.916 -4.980
H 0.267 -2.904 -6.285
H -0.022 -5.168 -5.319
H -0.952 -5.410 -3.026
H -1.566 -3.444 -1.717
H -2.110 2.198 -2.516
H -0.726 4.146 -3.130
H 1.639 3.832 -3.798
H 2.619 1.554 -3.779
H 1.258 -0.372 -3.110
S -1.761 3.403 1.983
C -1.838 1.677 1.839
N -0.908 1.113 1.160
C 0.007 2.057 0.705
C 1.195 1.773 0.029
C 2.027 2.822 -0.303
C 1.699 4.143 0.021
C 0.536 4.438 0.703
C -0.301 3.381 1.052
H -2.630 1.125 2.327
H 1.450 0.749 -0.207
H 2.951 2.614 -0.828
H 2.370 4.946 -0.262
H 0.289 5.458 0.971
C -2.231 -3.735 0.613
H -3.140 -3.569 1.219
H -1.521 -4.194 1.336
*
```

Okay, here come the Löwdin numbers, in e, for every atom: 0.84, 0.11, -0.22, -0.26, -0.04, -0.03, -0.17, -0.02, -0.04, -0.07, -0.28, -0.08, -0.13, -0.23, -0.08, -0.28, -0.08, -0.12, -0.23, -0.09, 0.11, 0.12, 0.11, 0.11, 0.08, 0.07, 0.09, 0.09, 0.08, 0.08, 0.04, -0.17, -0.18, 0.05, -0.24, 0.05, -0.38, 1.05, -0.35, -0.11, -0.10, -0.11, -0.09, -0.10, -0.36, -0.09, -0.09, -0.12, -0.10, -0.12, -0.55, 0.67, -0.32, 0.02, 0.09, 0.09, 0.09, 0.10, 0.03, 0.11, 0.10, 0.09, 0.10, 0.10, 1.03, -0.51, 0.04, -0.28, 0.00, -0.09, -0.10, -0.11, -0.48, 0.05, 0.09, 0.10, 0.09, 0.10, -0.31, -0.14, -0.14

This record from the Open Molecules 2025 dataset describes C42H28F9N5OP2PdSe2 as an isolated structure. The level of theory is ωB97M-V with the def2-TZVPD basis set.

Output
Highest occupied orbital energy   -0.4446 Eh

The geometry in ORCA input format:
```
! RIJCOSX wB97M-V def2-TZVPD def2/J DEFGRID3
* xyz 2 1
Pd -0.019 -2.950 0.139
Se 4.118 4.102 -0.287
P 2.089 3.647 -0.325
C 1.231 4.091 -1.845
C 0.825 3.142 -2.779
C 0.296 3.549 -3.994
C 0.165 4.900 -4.278
C 0.575 5.850 -3.351
C 1.119 5.450 -2.143
C 1.152 4.286 1.088
C 1.690 4.063 2.356
C 1.056 4.566 3.477
C -0.117 5.300 3.342
C -0.648 5.536 2.084
C -0.013 5.034 0.955
C 1.802 1.828 -0.141
C 0.678 0.963 0.000
N 1.135 -0.261 0.232
N 2.431 -0.143 0.190
N 2.890 1.070 -0.018
P -1.131 0.911 -0.051
Se -1.632 -1.209 -0.452
C -1.849 1.866 -1.384
C -2.148 3.211 -1.161
C -2.693 3.972 -2.179
C -2.964 3.389 -3.410
C -2.684 2.047 -3.629
C -2.120 1.282 -2.622
C -1.749 1.535 1.506
C -3.119 1.785 1.618
C -3.644 2.180 2.835
C -2.810 2.322 3.938
C -1.450 2.069 3.827
C -0.916 1.671 2.612
H 0.937 2.084 -2.578
H -0.007 2.809 -4.723
H -0.242 5.216 -5.229
H 0.492 6.904 -3.580
H 1.483 6.193 -1.442
H 2.631 3.532 2.454
H 1.486 4.407 4.457
H -0.605 5.706 4.218
H -1.548 6.128 1.977
H -0.414 5.247 -0.027
H -1.970 3.653 -0.190
H -2.922 5.016 -2.010
H -3.404 3.983 -4.201
H -2.908 1.594 -4.585
H -1.899 0.238 -2.797
H -3.772 1.668 0.762
H -4.703 2.374 2.926
H -3.224 2.631 4.888
H -0.804 2.187 4.685
H 0.147 1.483 2.531
C 4.648 -1.166 0.017
C 3.262 -1.273 0.528
N 2.524 -2.478 0.282
C 3.202 -3.546 0.065
C 4.660 -3.545 -0.172
C 5.324 -2.289 -0.281
C 5.323 -4.757 -0.331
C 4.621 -5.939 -0.256
C 3.213 -6.010 -0.059
C 2.535 -7.238 0.018
C 1.174 -7.212 0.198
C 0.528 -5.981 0.279
N 1.151 -4.802 0.217
C 2.476 -4.825 0.057
H 5.087 -0.175 -0.016
H 3.383 -1.284 1.634
H 6.360 -2.259 -0.593
H 6.389 -4.766 -0.510
H 5.161 -6.874 -0.363
H 3.079 -8.170 -0.065
H 0.589 -8.118 0.267
H -0.540 -5.945 0.382
F -3.958 -2.566 1.067
C -4.058 -3.524 0.137
F -5.182 -4.196 0.360
F -4.160 -2.931 -1.048
C -2.790 -4.456 0.179
O -1.727 -3.870 -0.463
C -2.533 -4.842 1.679
F -2.053 -6.096 1.793
F -3.615 -4.767 2.433
F -1.598 -4.031 2.207
C -3.131 -5.749 -0.639
F -2.017 -6.472 -0.855
F -4.000 -6.528 -0.006
F -3.625 -5.428 -1.826
*
```

Okay, here come the Löwdin numbers, in e, for every atom: 0.71, 0.33, 0.47, -0.36, -0.09, -0.08, -0.06, -0.05, -0.09, -0.35, -0.11, -0.07, -0.06, -0.06, -0.09, -0.32, -0.34, 0.03, -0.16, 0.13, 0.78, 0.70, -0.37, -0.08, -0.04, -0.05, -0.06, -0.10, -0.36, -0.07, -0.04, -0.04, -0.06, -0.08, 0.10, 0.11, 0.12, 0.12, 0.12, 0.10, 0.11, 0.12, 0.11, 0.09, 0.09, 0.12, 0.12, 0.12, 0.07, 0.12, 0.12, 0.12, 0.12, 0.10, 0.10, -0.23, 0.19, -0.10, -0.05, 0.04, 0.03, 0.11, -0.12, 0.06, 0.04, -0.03, 0.06, -0.12, 0.14, 0.22, 0.15, 0.14, 0.15, 0.14, 0.14, 0.08, 0.12, -0.60, 0.19, 0.15, -0.28, -0.33, -0.54, 0.15, 0.21, 0.12, -0.56, 0.14, 0.20, 0.21

This record from the Open Molecules 2025 dataset describes C42H29Br2HfN11O4 as an isolated structure. The level of theory is ωB97M-V with the def2-TZVPD basis set.

Output
Highest occupied orbital energy   -0.4793 Eh
ΔE to the lowest compared entry with this formula, charge and spin   0.0 kcal per mole

The geometry in ORCA input format:
```
! RIJCOSX wB97M-V def2-TZVPD def2/J DEFGRID3
* xyz 2 1
Hf 0.337 0.182 0.512
C -3.606 -3.682 1.692
N -2.445 -3.034 1.075
C -2.052 -1.786 1.181
N -0.878 -1.649 0.535
C -0.640 -2.907 0.027
N -1.563 -3.760 0.347
C -3.354 -4.063 3.133
C -4.449 -4.440 3.904
C -4.270 -4.871 5.208
C -2.999 -4.921 5.757
C -1.905 -4.529 4.994
C -2.081 -4.103 3.681
C -0.570 -4.617 5.587
N -0.181 -5.417 6.511
N 1.156 -5.128 6.745
C 1.469 -4.178 5.944
O 0.426 -3.789 5.156
C 2.764 -3.505 5.832
C 3.897 -4.146 6.320
C 5.125 -3.505 6.261
C 5.222 -2.230 5.725
C 4.087 -1.583 5.250
C 4.229 -0.166 4.748
N 3.086 0.227 3.921
C 2.838 -0.099 2.673
N 1.613 0.335 2.336
C 1.162 0.928 3.502
N 2.029 0.874 4.466
C 2.857 -2.223 5.299
H -3.807 -4.556 1.074
H -4.450 -2.999 1.604
H -2.582 -1.004 1.704
H 0.213 -3.159 -0.581
H -5.447 -4.405 3.482
H -5.125 -5.167 5.799
H -2.843 -5.260 6.772
H -1.208 -3.842 3.094
H 3.805 -5.137 6.743
H 6.009 -4.000 6.637
H 6.186 -1.735 5.690
H 5.130 -0.047 4.148
H 4.261 0.556 5.563
H 3.531 -0.630 2.043
H 0.200 1.401 3.596
H 1.951 -1.727 4.971
Br 5.158 6.447 0.886
C 5.612 5.089 -0.341
C 5.888 5.418 -1.660
C 6.207 4.412 -2.561
C 6.190 3.092 -2.142
C 5.966 2.770 -0.811
C 5.681 3.775 0.097
N 6.490 2.064 -3.110
N 5.672 1.165 -3.336
C 4.341 1.217 -2.793
C 3.431 2.171 -3.157
C 2.114 2.155 -2.654
C 1.734 1.184 -1.774
O 0.500 1.123 -1.188
C 2.647 0.169 -1.407
N 2.212 -0.764 -0.493
C 3.017 -1.783 -0.211
C 4.290 -1.925 -0.767
C 4.764 -0.950 -1.616
C 3.944 0.145 -1.950
H 5.861 6.450 -1.982
H 6.441 4.649 -3.591
H 6.031 1.740 -0.482
H 5.518 3.546 1.142
H 3.729 2.963 -3.831
H 1.404 2.918 -2.948
H 2.644 -2.521 0.492
H 4.886 -2.791 -0.519
H 5.754 -1.024 -2.049
Br -1.806 7.100 3.856
C -0.955 5.736 2.886
C 0.357 5.903 2.467
C 0.984 4.894 1.747
C 0.306 3.719 1.471
C -1.012 3.556 1.891
C -1.650 4.573 2.594
C -1.807 2.329 1.627
O -2.992 2.238 1.663
O -1.043 1.194 1.415
H 0.882 6.821 2.694
H 1.999 5.039 1.398
H 0.796 2.965 0.861
H -2.678 4.447 2.905
*
```

Okay, here come the Löwdin numbers, in e, for every atom: 1.77, -0.04, -0.09, -0.08, -0.07, -0.16, 0.17, -0.19, -0.02, -0.03, 0.01, -0.13, 0.02, -0.29, 0.14, 0.14, -0.29, 0.13, -0.13, 0.01, -0.03, -0.02, -0.20, -0.05, -0.10, -0.09, -0.05, -0.15, 0.18, 0.02, 0.15, 0.14, 0.16, 0.12, 0.13, 0.12, 0.13, 0.11, 0.13, 0.12, 0.12, 0.14, 0.15, 0.14, 0.13, 0.11, 0.78, -0.69, -0.10, -0.01, -0.27, -0.04, -0.12, 0.12, 0.10, -0.21, 0.03, 0.06, -0.30, -0.22, -0.16, -0.02, -0.13, -0.01, 0.06, -0.09, 0.11, 0.13, 0.11, 0.10, 0.14, 0.14, 0.12, 0.13, 0.14, 0.82, -0.67, -0.09, -0.05, -0.05, -0.15, -0.04, -0.47, 0.17, -0.25, 0.11, 0.10, 0.08, 0.13

This record from the Open Molecules 2025 dataset describes C42H30N3OPdS as an isolated structure in a non-equilibrium geometry. The level of theory is ωB97M-V with the def2-TZVPD basis set.

Output
Highest occupied orbital energy (spin up / spin down)   -0.0819 / -0.0760 Eh
ΔE to the lowest compared entry with this formula, charge and spin   82.0 kcal per mole

The geometry in ORCA input format:
```
! RIJCOSX wB97M-V def2-TZVPD def2/J DEFGRID3
* xyz -1 1
Pd -0.105 -1.160 0.753
C 1.664 3.279 1.459
C 0.865 2.308 0.923
N 1.277 1.003 0.872
C 2.496 0.592 1.412
C 3.393 1.610 1.826
C 2.948 2.952 1.874
C 4.713 1.276 2.157
C 5.114 -0.039 2.055
C 4.212 -1.044 1.764
C 2.843 -0.796 1.507
N 1.834 -1.721 1.396
C 1.821 -3.062 1.587
C 2.909 -3.943 1.734
C 2.766 -5.315 1.864
C 1.531 -5.918 1.856
C 0.388 -5.114 1.775
C -0.911 -5.668 1.787
C -2.008 -4.850 1.793
C -1.809 -3.469 1.792
N -0.604 -2.926 1.712
C 0.508 -3.697 1.673
H 1.297 4.292 1.523
H -0.097 2.502 0.473
H 3.631 3.713 2.215
H 5.401 2.063 2.433
H 6.153 -0.300 2.213
H 4.607 -2.040 1.706
H 3.917 -3.577 1.729
H 3.659 -5.921 1.957
H 1.419 -6.991 1.909
H -1.012 -6.745 1.799
H -3.010 -5.255 1.802
H -2.650 -2.786 1.861
C 2.725 5.876 -5.449
C 2.008 4.622 -5.831
O 0.817 4.483 -5.892
S 3.151 3.240 -6.153
C 2.498 2.107 -4.944
C 1.136 1.839 -4.874
C 0.624 1.208 -3.767
C 1.477 0.789 -2.727
C 2.876 0.904 -2.914
C 3.374 1.599 -3.986
C 1.017 0.372 -1.493
C 0.817 0.242 -0.256
H 2.064 6.734 -5.557
H 3.626 5.998 -6.042
H 3.016 5.779 -4.402
H 0.480 2.186 -5.656
H -0.439 1.048 -3.670
H 3.534 0.520 -2.147
H 4.435 1.786 -4.077
C -7.174 -0.919 -0.098
C -6.572 -1.411 -1.246
C -5.195 -1.472 -1.338
C -4.378 -1.041 -0.288
C -5.002 -0.555 0.863
C -6.377 -0.496 0.955
C -2.930 -1.182 -0.387
C -1.995 -0.567 0.356
C -2.162 0.539 1.289
C -2.702 1.775 0.898
C -2.772 2.835 1.779
C -2.318 2.703 3.081
C -1.777 1.491 3.489
C -1.682 0.432 2.612
H -8.253 -0.880 -0.017
H -7.184 -1.752 -2.072
H -4.736 -1.853 -2.241
H -4.391 -0.235 1.692
H -6.834 -0.124 1.862
H -2.610 -1.913 -1.127
H -3.077 1.886 -0.109
H -3.203 3.772 1.450
H -2.389 3.527 3.777
H -1.429 1.370 4.506
H -1.259 -0.516 2.960
*
```

Okay, here come the Löwdin numbers, in e, for every atom: 0.87, -0.04, -0.01, 0.02, -0.06, -0.16, 0.01, -0.07, -0.10, -0.02, -0.17, 0.00, -0.20, -0.03, -0.10, -0.08, -0.17, -0.02, -0.05, -0.12, -0.01, -0.14, 0.11, 0.13, 0.11, 0.10, 0.10, 0.07, 0.06, 0.10, 0.10, 0.11, 0.10, 0.11, -0.09, -0.73, 0.02, 0.93, -0.57, -0.13, -0.05, -0.27, -0.06, -0.14, 0.00, -0.34, 0.08, 0.06, 0.09, 0.09, 0.10, 0.10, 0.09, -0.12, -0.11, -0.05, -0.23, -0.04, -0.10, -0.12, -0.24, -0.30, -0.07, -0.11, -0.13, -0.11, -0.08, 0.09, 0.09, 0.11, 0.10, 0.10, 0.09, 0.12, 0.09, 0.09, 0.09, 0.09

This record from the Open Molecules 2025 dataset describes C42H31AsCl5N3O5PbS2 as an isolated structure in a non-equilibrium geometry. The level of theory is ωB97M-V with the def2-TZVPD basis set.

Output
Highest occupied orbital energy   -0.0472 Eh
ΔE to the lowest compared entry with this formula, charge and spin   0.0 kcal per mole

The geometry in ORCA input format:
```
! RIJCOSX wB97M-V def2-TZVPD def2/J DEFGRID3
* xyz -2 1
Pb -9.618 -20.937 5.660
C -6.354 -24.406 4.967
N -7.072 -23.879 3.783
C -6.487 -23.277 2.691
C -7.452 -22.784 1.934
N -8.698 -22.987 2.618
C -8.487 -23.744 3.763
S -9.629 -24.203 4.904
C -9.894 -22.333 2.133
C -10.237 -22.445 0.738
C -11.237 -21.651 0.222
C -11.863 -20.722 1.111
C -11.500 -20.710 2.433
N -10.473 -21.448 2.959
H -5.588 -25.144 4.671
H -7.089 -24.812 5.641
H -5.790 -23.612 5.474
H -5.391 -23.154 2.629
H -7.551 -22.245 1.011
H -9.714 -23.252 0.249
H -11.586 -21.748 -0.849
H -12.649 -19.990 0.822
H -11.975 -19.992 3.126
Cl -16.760 -19.793 5.821
C -15.120 -19.644 6.362
C -14.644 -18.440 6.936
Cl -15.677 -17.080 7.136
C -13.274 -18.305 7.219
Cl -12.713 -16.926 8.050
C -12.322 -19.327 6.882
O -11.001 -19.191 6.980
C -12.835 -20.532 6.309
O -12.021 -21.282 5.697
C -14.224 -20.721 6.304
Cl -14.812 -22.268 5.944
S -9.248 -22.311 8.480
C -9.803 -21.517 9.944
C -10.508 -22.194 10.993
C -10.929 -21.506 12.150
C -10.591 -20.180 12.304
C -9.826 -19.517 11.337
C -9.560 -20.115 10.116
As -8.441 -19.545 8.604
C -6.661 -19.987 9.301
C -5.506 -19.326 8.827
C -4.258 -19.682 9.349
C -4.088 -20.636 10.360
C -5.194 -21.316 10.742
C -6.456 -21.090 10.139
C -8.379 -17.650 9.163
C -9.338 -16.753 8.635
C -9.560 -15.505 9.184
C -8.718 -15.067 10.198
C -7.723 -15.934 10.689
C -7.550 -17.226 10.152
H -10.677 -23.265 10.963
H -11.517 -21.987 12.965
H -10.957 -19.643 13.198
H -9.481 -18.490 11.509
H -5.618 -18.570 8.076
H -3.333 -19.238 8.921
H -3.148 -20.717 10.855
H -5.149 -21.932 11.626
H -7.296 -21.772 10.305
H -10.051 -17.112 7.836
H -10.376 -14.895 8.833
H -8.883 -14.052 10.574
H -6.935 -15.524 11.318
H -6.739 -17.873 10.484
C -4.060 -16.208 5.281
C -4.240 -16.767 3.851
C -3.169 -16.945 2.981
C -3.275 -17.629 1.770
Cl -1.918 -17.961 0.867
C -4.518 -18.255 1.507
C -5.624 -18.002 2.310
C -5.544 -17.213 3.431
O -6.627 -17.023 4.223
C -7.945 -17.190 3.717
C -8.446 -18.587 3.846
O -8.552 -19.308 2.858
O -8.837 -18.792 5.075
H -3.568 -15.216 5.248
H -3.428 -16.842 5.908
H -5.020 -16.096 5.743
H -2.187 -16.475 3.198
H -4.625 -18.890 0.642
H -6.574 -18.511 2.135
H -8.018 -16.813 2.653
H -8.624 -16.617 4.443
*
```

Okay, here come the Löwdin numbers, in e, for every atom: 1.30, -0.03, -0.12, -0.09, -0.04, -0.01, -0.76, 0.58, -0.25, -0.03, -0.07, -0.07, -0.10, 0.09, 0.08, 0.05, 0.09, 0.13, 0.11, 0.10, 0.12, 0.11, 0.13, 0.58, -0.74, -0.75, 0.59, -0.64, 0.69, -0.36, -0.28, -0.47, -0.25, -0.67, 0.67, 0.38, -0.74, -0.12, -0.14, -0.15, -0.10, -0.37, 1.23, -0.39, -0.12, -0.12, -0.14, -0.11, -0.09, -0.38, -0.11, -0.12, -0.12, -0.10, -0.15, 0.08, 0.10, 0.09, 0.09, 0.09, 0.09, 0.08, 0.09, 0.06, 0.07, 0.08, 0.09, 0.08, 0.09, -0.03, -0.16, -0.10, -0.76, 0.69, -0.09, -0.01, -0.22, -0.03, -0.11, -0.66, -0.01, -0.25, 0.08, 0.08, 0.06, 0.11, 0.09, 0.10, 0.14, 0.16